[1]
Computed, not measured: a 12-piece molecular cluster, C36H72O12 overall in a non-equilibrium geometry, with wB97M-V/def2-TZVPD.

Results
Frontier orbital gap, eV: 9.10
SMILES: CC(C)=O.CC(C)=O.CC(C)=O.CC(C)=O.CC(C)=O.CC(C)=O.CC(C)=O.CC(C)=O.CC(C)=O.CC(C)=O.CC(C)=O.CC(C)=O
DFT total energy, eV: -63068.2351
HOMO level, Eh: -0.3261
Relative energy (zero: lowest compared OMol25 entry of this formula, charge and spin), eV: 1.184

```
! wB97M-V def2-TZVPD RIJCOSX def2/J DEFGRID3
* xyz 0 1
C 2.248 -0.812 3.786
C 3.414 -1.640 4.290
C 4.690 -0.895 4.501
O 3.196 -2.777 4.641
H 2.313 -0.486 2.743
H 2.265 0.148 4.307
H 1.399 -1.467 3.935
H 4.457 0.010 5.062
H 5.167 -0.613 3.556
H 5.495 -1.437 5.001
C 3.578 2.572 -2.673
C 2.848 3.901 -2.713
C 2.578 4.571 -1.397
O 2.631 4.420 -3.784
H 4.114 2.410 -3.603
H 2.825 1.811 -2.457
H 4.315 2.598 -1.866
H 2.419 3.858 -0.589
H 1.696 5.204 -1.522
H 3.383 5.257 -1.130
C -1.728 -4.597 2.502
C -0.771 -3.459 2.227
C 0.684 -3.786 2.544
O -1.077 -2.416 1.707
H -2.738 -4.246 2.298
H -1.658 -4.850 3.560
H -1.409 -5.394 1.833
H 0.862 -4.835 2.762
H 0.899 -3.211 3.445
H 1.364 -3.425 1.775
C -2.150 4.602 -0.218
C -3.174 3.699 0.417
C -4.320 3.225 -0.438
O -3.137 3.473 1.604
H -1.779 4.159 -1.150
H -1.323 4.761 0.467
H -2.609 5.521 -0.590
H -4.387 2.139 -0.481
H -4.253 3.583 -1.465
H -5.206 3.656 0.031
C 5.552 2.030 1.052
C 4.412 2.324 1.986
C 4.667 3.082 3.263
O 3.289 1.911 1.809
H 5.995 2.949 0.678
H 5.200 1.453 0.193
H 6.223 1.326 1.551
H 5.053 4.083 3.043
H 5.405 2.537 3.858
H 3.770 3.239 3.860
C 3.146 -1.441 -0.301
C 4.594 -1.856 -0.358
C 5.122 -2.513 0.887
O 5.270 -1.705 -1.347
H 2.956 -0.675 -1.047
H 2.941 -0.954 0.657
H 2.437 -2.256 -0.451
H 5.409 -1.774 1.644
H 5.973 -3.179 0.766
H 4.327 -3.075 1.389
C -4.444 -1.880 0.974
C -4.897 -1.523 -0.427
C -5.990 -0.460 -0.540
O -4.450 -2.048 -1.417
H -4.163 -2.933 0.993
H -5.360 -1.788 1.559
H -3.595 -1.271 1.275
H -5.602 0.401 -1.080
H -6.340 -0.081 0.417
H -6.792 -0.922 -1.114
C 2.301 -0.770 -3.711
C 2.221 -1.756 -4.887
C 1.724 -3.110 -4.511
O 2.530 -1.443 -6.013
H 3.034 -1.151 -3.001
H 1.342 -0.729 -3.207
H 2.660 0.163 -4.136
H 1.085 -2.950 -3.635
H 2.515 -3.775 -4.155
H 1.142 -3.684 -5.230
C -0.317 4.347 4.196
C 0.375 3.032 4.301
C -0.523 1.809 4.016
O 1.471 2.888 4.782
H 0.255 5.054 4.797
H -1.313 4.293 4.640
H -0.457 4.654 3.160
H 0.088 0.937 3.786
H -1.105 2.033 3.121
H -1.162 1.579 4.865
C 0.082 0.906 0.690
C -0.315 0.450 -0.694
C -1.809 0.397 -0.957
O 0.495 0.320 -1.581
H -0.354 1.897 0.825
H 1.170 0.964 0.752
H -0.222 0.178 1.443
H -2.364 0.942 -0.191
H -2.138 -0.640 -0.834
H -2.055 0.793 -1.940
C -2.015 -4.644 -1.093
C -1.716 -4.543 -2.571
C -2.011 -3.184 -3.177
O -1.403 -5.489 -3.237
H -3.047 -4.396 -0.837
H -1.423 -3.879 -0.583
H -1.817 -5.650 -0.725
H -3.072 -3.041 -3.370
H -1.527 -3.172 -4.155
H -1.605 -2.409 -2.529
C -4.690 1.095 -3.815
C -5.552 0.092 -4.537
C -7.024 0.037 -4.196
O -5.060 -0.716 -5.280
H -4.722 1.009 -2.727
H -4.994 2.114 -4.070
H -3.621 1.003 -4.004
H -7.225 -0.679 -3.398
H -7.589 -0.422 -5.013
H -7.476 1.018 -4.061
*
```

Atomic partial charges in e from the Löwdin method, atoms 1 to 4:
1. C -0.016
2. C -0.491
3. C -0.016
4. O 0.068

[2]
Computed, not measured: a 9-piece molecular cluster, C36H72O18 overall in a non-equilibrium geometry, with wB97M-V/def2-TZVPD.

Results
Frontier orbital gap, eV: 10.32
SMILES: CCOC(C)=O.CCOC(C)=O.CCOC(C)=O.CCOC(C)=O.CCOC(C)=O.CCOC(C)=O.CCOC(C)=O.CCOC(C)=O.CCOC(C)=O
DFT total energy, eV: -75342.8077
HOMO level, Eh: -0.3676
Relative energy (zero: lowest compared OMol25 entry of this formula, charge and spin), eV: 14.363

```
! wB97M-V def2-TZVPD RIJCOSX def2/J DEFGRID3
* xyz 0 1
C -3.344 3.156 -0.172
C -4.670 2.488 -0.002
O -5.633 3.182 -0.760
C -6.723 2.503 -1.367
C -7.770 3.387 -1.914
O -6.971 1.309 -1.217
H -3.354 4.253 0.230
H -2.981 3.278 -1.183
H -2.743 2.727 0.433
H -4.549 1.449 -0.252
H -4.868 2.444 0.926
H -7.214 4.283 -2.462
H -8.331 4.135 -1.190
H -8.317 3.034 -2.817
C -0.726 -2.674 1.447
C -1.283 -4.171 1.595
O -0.597 -4.627 2.768
C -0.850 -5.878 3.198
C -0.105 -6.197 4.469
O -1.609 -6.752 2.766
H -1.218 -1.887 0.813
H 0.347 -2.511 1.297
H -1.028 -2.226 2.305
H -2.193 -4.390 1.817
H -1.047 -4.619 0.764
H 0.478 -7.083 4.499
H -0.761 -6.659 5.235
H 0.422 -5.278 4.619
C 0.686 -2.242 -2.189
C 1.443 -2.818 -3.515
O 1.401 -4.258 -3.396
C 2.007 -5.028 -4.375
C 2.043 -6.428 -4.028
O 2.600 -4.610 -5.309
H -0.287 -2.444 -2.272
H 0.485 -1.197 -2.323
H 0.931 -2.481 -1.192
H 1.283 -2.308 -4.441
H 2.508 -2.702 -3.458
H 2.907 -6.906 -4.563
H 1.126 -6.843 -4.402
H 1.959 -6.910 -2.936
C -2.004 -0.779 -4.480
C -1.551 -0.436 -5.906
O -0.990 -1.575 -6.487
C -0.687 -1.507 -7.743
C -0.051 -2.860 -8.281
O -0.910 -0.603 -8.533
H -1.991 0.148 -3.924
H -1.327 -1.280 -3.921
H -2.955 -1.410 -4.380
H -2.349 -0.058 -6.386
H -0.841 0.426 -6.010
H -0.539 -3.671 -7.783
H 0.854 -2.861 -7.965
H -0.124 -3.038 -9.274
C 3.377 2.488 -4.197
C 3.618 1.072 -3.707
O 3.173 0.960 -2.411
C 3.619 -0.100 -1.709
C 3.218 -0.029 -0.265
O 4.073 -1.068 -2.255
H 2.380 2.885 -4.056
H 3.834 2.727 -5.005
H 4.095 3.158 -3.507
H 3.184 0.283 -4.335
H 4.542 0.632 -3.755
H 3.993 0.677 0.266
H 3.315 -0.835 0.287
H 2.364 0.380 -0.105
C 0.501 1.350 2.939
C -0.083 0.828 1.567
O 0.072 1.655 0.444
C -0.456 1.383 -0.741
C -0.107 2.323 -1.821
O -1.182 0.353 -0.929
H 0.419 2.394 3.062
H 1.585 1.075 2.931
H 0.147 0.695 3.731
H 0.235 -0.348 1.276
H -1.072 0.735 1.744
H -0.525 2.047 -2.830
H 0.977 2.274 -1.847
H -0.440 3.328 -1.656
C 1.944 -2.585 3.926
C 3.085 -1.757 3.399
O 3.248 -0.569 4.144
C 4.123 0.389 3.753
C 4.031 1.559 4.573
O 4.922 0.187 2.909
H 0.889 -1.824 3.999
H 2.365 -2.822 4.821
H 1.799 -3.400 3.410
H 4.087 -2.047 3.314
H 3.016 -1.424 2.355
H 4.771 1.536 5.444
H 3.082 1.351 5.142
H 4.012 2.425 3.896
C 2.448 4.945 5.378
C 3.211 5.492 4.116
O 3.053 4.413 3.210
C 3.219 4.582 1.881
C 2.996 3.354 1.019
O 3.560 5.643 1.403
H 2.361 5.709 5.914
H 2.748 4.022 5.900
H 1.344 4.892 5.114
H 2.858 6.476 3.825
H 4.245 5.743 4.446
H 3.312 2.409 1.501
H 3.148 3.553 -0.015
H 1.930 3.329 0.949
C -4.714 -0.859 1.593
C -4.119 -0.383 2.873
O -4.002 1.048 2.985
C -3.163 1.603 3.767
C -2.982 3.101 3.664
O -2.524 0.998 4.604
H -5.663 -0.652 1.484
H -4.998 -1.911 1.805
H -4.158 -0.842 0.723
H -4.516 -0.691 3.749
H -3.049 -0.700 2.958
H -2.435 3.589 4.424
H -3.885 3.532 3.632
H -2.442 3.211 2.582
*
```

Atomic partial charges in e from the Löwdin method, atoms 1 to 4:
1. C -0.042
2. C -0.226
3. O -0.011
4. C -0.467

[3]
Computed, not measured: a 11-piece molecular cluster, C36H72O23S4 overall in a non-equilibrium geometry, with wB97M-V/def2-TZVPD.

Results
Frontier orbital gap, eV: 9.49
SMILES: O=S1(=O)OCCO1.O=S1(=O)OCCO1.O=S1(=O)OCCO1.O=S1(=O)OCCO1.C1CCOC1.C1CCOC1.C1CCOC1.C1CCOC1.C1CCOC1.C1CCOC1.C1CCOC1
DFT total energy, eV: -128918.0917
HOMO level, Eh: -0.3431
Relative energy (zero: lowest compared OMol25 entry of this formula, charge and spin), eV: 8.505

```
! wB97M-V def2-TZVPD RIJCOSX def2/J DEFGRID3
* xyz 0 1
O -3.962 -7.943 20.303
S -4.867 -7.110 19.501
O -6.325 -7.277 19.705
O -4.366 -5.497 19.436
C -4.047 -5.038 18.170
C -3.814 -6.200 17.209
O -4.634 -7.247 17.786
H -4.720 -4.204 17.970
H -3.015 -4.691 18.226
H -2.757 -6.436 17.087
H -4.213 -5.961 16.223
O 5.219 -7.097 17.204
S 6.626 -7.080 17.687
O 7.469 -8.208 17.224
O 7.198 -5.569 17.729
C 6.520 -4.745 18.630
C 6.254 -5.749 19.826
O 6.474 -7.082 19.346
H 6.990 -3.790 18.865
H 5.586 -4.407 18.183
H 5.230 -5.695 20.197
H 6.954 -5.608 20.650
O -0.366 -16.150 14.819
S -0.462 -14.765 15.368
O -1.303 -13.730 14.767
O -0.780 -14.822 17.041
C 0.173 -14.184 17.895
C 1.177 -13.472 17.013
O 1.038 -14.103 15.727
H -0.354 -13.578 18.632
H 0.667 -15.002 18.418
H 2.211 -13.551 17.349
H 0.996 -12.400 16.941
O -10.181 -14.910 21.725
S -9.804 -13.521 21.361
O -9.839 -12.459 22.409
O -8.219 -13.585 20.769
C -8.173 -13.576 19.333
C -9.581 -13.757 18.846
O -10.368 -13.115 19.848
H -7.791 -12.613 18.993
H -7.519 -14.367 18.968
H -10.051 -14.723 19.029
H -9.955 -13.441 17.872
C -2.823 -20.278 22.773
C -3.768 -19.150 22.529
C -4.335 -18.984 23.887
O -3.306 -19.160 24.771
C -2.387 -20.070 24.163
H -2.017 -20.209 22.042
H -3.233 -21.288 22.789
H -4.550 -19.376 21.804
H -3.180 -18.305 22.172
H -5.190 -19.656 23.964
H -4.771 -17.993 24.012
H -2.494 -20.960 24.783
H -1.403 -19.602 24.178
C -8.166 -9.283 10.154
C -9.529 -9.142 10.869
C -9.113 -9.316 12.274
O -8.129 -10.284 12.220
C -7.320 -10.226 11.066
H -7.666 -8.319 10.063
H -8.222 -9.475 9.083
H -10.180 -9.901 10.434
H -9.971 -8.157 10.714
H -9.868 -9.715 12.951
H -8.892 -8.412 12.841
H -7.077 -11.226 10.709
H -6.382 -9.787 11.406
C 6.902 -21.179 19.338
C 5.412 -21.550 19.260
C 4.737 -20.165 19.236
O 5.712 -19.244 18.677
C 6.906 -20.049 18.329
H 7.405 -22.125 19.133
H 7.215 -20.801 20.310
H 5.008 -22.107 20.105
H 5.172 -22.168 18.395
H 4.474 -19.855 20.247
H 3.778 -20.087 18.724
H 7.805 -19.467 18.532
H 6.879 -20.342 17.279
C 2.749 -11.849 24.970
C 1.276 -12.042 24.709
C 1.264 -13.609 24.660
O 2.359 -13.939 23.957
C 3.429 -12.944 24.086
H 2.987 -11.941 26.029
H 3.154 -10.899 24.621
H 0.902 -11.685 23.749
H 0.545 -11.555 25.355
H 0.381 -13.910 24.096
H 1.202 -14.083 25.639
H 3.636 -12.398 23.166
H 4.439 -13.246 24.362
C 6.781 -16.805 12.514
C 7.587 -17.842 11.782
C 8.936 -17.188 11.640
O 9.040 -16.505 12.872
C 7.779 -15.960 13.246
H 6.052 -17.130 13.257
H 6.374 -16.187 11.714
H 7.072 -18.131 10.866
H 7.788 -18.748 12.354
H 9.049 -16.421 10.875
H 9.819 -17.804 11.468
H 7.769 -14.918 12.925
H 7.791 -16.032 14.333
C -0.096 -9.838 7.956
C 0.278 -11.354 7.937
C 1.756 -11.426 8.212
O 2.215 -10.273 7.484
C 1.190 -9.292 7.331
H -0.337 -9.526 8.972
H -0.972 -9.476 7.418
H 0.199 -11.558 6.870
H -0.331 -11.985 8.584
H 2.114 -12.403 7.886
H 2.052 -11.230 9.242
H 1.012 -9.013 6.292
H 1.404 -8.419 7.947
C -1.879 -26.216 15.781
C -1.093 -25.061 16.463
C -1.705 -23.769 15.880
O -3.027 -24.146 15.662
C -3.036 -25.449 15.109
H -2.386 -26.848 16.510
H -1.289 -26.913 15.185
H -0.039 -25.112 16.190
H -1.063 -25.163 17.548
H -1.310 -23.322 14.968
H -1.692 -23.117 16.754
H -2.923 -25.506 14.026
H -3.997 -25.963 15.127
*
```

Atomic partial charges in e from the Löwdin method, atoms 1 to 4:
1. O -0.256
2. S 0.816
3. O -0.263
4. O -0.205